No. 1
Density functional theory data (ωB97M-V/def2-TZVPD) for a structure of composition C39H25Br2F3MoN6O6S2.

Cartesian coordinates (Å):
H 1.31 2.79 4.77
O -1.35 0.33 2.31
H 2.18 2.78 -3.46
H -0.88 4.77 1.67
C 0.51 -1.90 -2.00
H 1.24 0.26 -4.52
H -4.61 -0.50 2.89
C 0.75 -0.55 -4.00
N 3.52 0.12 0.97
H 0.96 4.03 -3.77
C -6.20 -2.92 1.06
N -0.77 5.57 5.05
C -0.66 -2.00 3.36
H -1.14 -0.05 -0.38
C 5.76 -0.58 2.52
H 0.85 2.45 -4.59
N -3.61 0.14 0.25
C -5.75 -2.63 -0.21
C 1.14 2.03 1.44
H -3.09 0.80 0.81
C -0.75 -2.44 -3.97
C 1.02 2.87 3.73
C 3.76 -1.19 1.30
H -0.83 -3.58 -2.18
H 6.63 -0.85 3.10
H -6.17 -2.42 3.15
C -0.14 -1.36 -4.65
F 0.10 -1.58 4.37
F -1.91 -2.12 3.78
C -0.40 -2.72 -2.69
H 2.32 -4.23 0.80
C 4.86 -1.59 2.09
H 0.91 -3.38 -0.51
C 1.13 2.96 -3.66
N 2.59 2.08 -0.68
Mo 1.75 0.53 0.05
C 4.09 -3.86 1.97
O 0.41 2.44 -2.56
C -4.88 -1.56 -0.37
O -0.69 0.72 -0.78
O 1.81 0.10 -2.01
S 3.83 4.48 -1.27
C -0.86 2.04 -2.79
C 1.06 -0.74 -2.63
Br -1.98 -3.54 -4.90
C -5.79 -2.16 2.17
Br -3.77 2.41 -5.71
C -1.45 1.18 -1.85
C 0.15 3.88 3.33
H -0.39 -1.17 -5.69
C -0.21 3.98 1.98
C -3.52 -0.08 -1.10
C 3.12 3.12 -0.94
C -3.45 1.10 -3.21
H -4.44 0.71 -3.36
S -0.56 -0.81 1.95
C 0.28 3.07 1.07
C -4.93 -1.09 2.03
H 2.19 1.21 3.14
H 4.20 -4.91 2.23
O -1.05 -1.57 0.81
C -4.47 -0.81 0.75
C 5.01 -2.95 2.41
H 6.15 1.52 2.50
H 4.14 2.06 1.17
C 3.02 -3.48 1.15
C 2.86 -2.15 0.80
C -2.76 0.76 -2.04
H -1.14 3.10 -4.64
H -6.06 -3.21 -1.08
C 5.50 0.72 2.17
H 5.87 -3.26 2.99
C -0.37 4.82 4.28
C -1.57 2.43 -3.92
C 4.38 1.04 1.42
F -0.21 -3.19 2.96
C 1.10 -2.35 -0.79
H 0.00 3.18 0.03
O 0.89 -0.58 1.87
C -2.84 1.93 -4.13
N -4.27 -1.07 -1.50
N 1.94 -1.62 -0.11
C 1.51 1.98 2.79
H -6.87 -3.75 1.21

Properties
- DFT total energy (Ha) = -8593.41163
- 2S+1 = 1



No. 2
Density functional theory data (ωB97M-V/def2-TZVPD) for a structure of composition C39H26Cl2F12I2N3O3SY.

Cartesian coordinates (Å):
C 1.17 3.47 3.82
C 1.44 2.11 1.89
C -1.63 -3.84 5.67
H -0.95 4.86 -0.37
C -0.42 2.84 -0.84
O -0.42 -2.46 1.97
C -0.55 -4.44 5.03
H -2.01 1.12 4.42
H 2.60 3.87 2.25
F -3.07 4.31 -0.02
I -2.22 -4.50 7.56
F 3.52 -2.33 1.55
C -0.16 -3.98 3.78
C 4.11 0.06 -0.16
F -3.96 1.82 -1.28
H -0.39 2.78 5.14
H -5.18 -2.12 -1.95
H 2.68 4.45 -2.52
H -0.03 -5.26 5.49
C 3.07 -1.73 -2.67
H -2.32 0.52 2.10
Y -0.23 -0.61 0.47
C -4.30 -2.59 -2.36
H -3.15 -2.32 5.54
C -1.25 0.57 3.83
H 0.14 6.86 -1.37
F 5.11 -0.24 -1.01
C -0.21 4.22 -0.82
C 1.81 4.02 -2.03
F -1.73 3.67 1.58
H 3.02 -3.78 -4.80
H 3.88 -2.36 -2.33
S -0.36 -2.78 -1.36
C -0.17 1.53 3.42
C 1.82 3.22 2.62
C -1.75 2.24 -0.35
C 1.65 2.65 -2.07
C -2.30 -2.79 5.05
H 2.39 2.04 -2.56
H 1.93 1.86 0.95
F 4.64 0.07 1.07
N 0.49 0.63 -1.35
C 0.16 2.61 4.22
O 1.94 -0.44 0.61
C 0.90 4.84 -1.38
Cl -0.60 -4.48 -4.09
C 0.57 1.99 -1.43
H 0.21 0.48 -3.89
H 4.49 -2.81 -4.74
C -2.70 -1.24 3.14
H -3.18 -1.64 2.24
F -3.56 2.61 1.21
C 2.73 -1.79 -4.00
H 1.76 6.70 -2.05
H -3.49 -0.91 3.82
I 1.41 -4.96 2.83
H 1.41 -0.98 -5.49
C -3.21 -3.91 -4.02
N 0.47 1.28 2.27
F 3.73 1.32 -0.43
Cl -3.07 -1.44 -0.31
F -2.66 3.08 -2.46
O -1.65 1.10 0.36
H -5.32 -3.48 -4.04
C 3.42 -2.76 -4.93
H 3.27 -2.48 -5.98
N -1.84 -0.14 2.71
C 1.34 -0.12 -2.19
F 4.50 -2.74 -0.32
C 1.70 -0.96 -4.45
C 1.04 -0.14 -3.56
F 2.41 -3.23 -0.06
C 2.87 -0.90 -0.26
H 1.43 4.33 4.43
C -4.37 -3.35 -3.52
F -2.29 0.96 -2.33
C -1.92 -2.34 3.80
H -0.82 -0.17 4.52
C 1.09 6.33 -1.27
C 3.33 -2.31 0.23
C -3.09 -2.43 -1.73
H 1.53 6.63 -0.31
C -2.54 3.22 0.59
C -2.00 -3.73 -3.36
C -2.66 2.02 -1.62
C -1.87 -2.98 -2.18
H -3.22 -4.50 -4.93
C 2.41 -0.92 -1.74
C -0.79 -2.89 3.11

Properties
- energy above the lowest of the compared OMol25 structures with the same formula, charge and spin (kJ/mol) = 31.8
- DFT total energy (Ha) = -5042.87499
- charge = -2
- 2S+1 = 1



No. 3
Density functional theory data (ωB97M-V/def2-TZVPD) for a structure of composition C39H26Co2F3O6P.

Cartesian coordinates (Å):
C 6.38 -5.18 -0.60
C 3.68 2.51 -1.75
H -2.93 2.98 -1.96
C -1.09 4.66 0.25
C -3.21 2.01 -2.36
O -3.17 -2.38 1.90
O 2.62 -0.74 4.65
C -2.42 -1.61 1.48
C -3.86 0.60 -4.23
H -1.70 6.47 1.26
C 3.09 2.18 -0.53
H 3.42 2.65 0.40
H -3.63 5.40 2.41
H -4.09 0.49 -5.29
O 3.69 -2.95 0.37
H 1.77 0.63 -3.83
C 0.94 -1.93 1.49
H 6.63 -6.24 -0.68
H -5.69 0.13 4.22
O -1.03 -1.90 -1.71
Co 0.28 -1.46 3.05
C 3.26 1.91 -2.95
C -3.00 4.83 1.73
C -3.49 1.85 -3.72
C -2.52 2.73 0.62
C 1.71 -1.05 4.00
F 9.73 -3.95 -0.12
H -3.80 -1.20 -1.35
H -0.23 5.11 -0.24
F 9.25 -4.87 -2.05
H 3.77 2.12 -3.89
C 5.09 -4.76 -0.42
C 1.49 0.77 -1.70
H -4.17 3.02 1.98
C 2.01 1.26 -0.47
C -6.91 0.28 2.45
O 1.24 -2.25 0.42
C 7.14 -2.87 -0.64
H -3.55 0.50 3.03
H 0.58 0.16 -1.69
C -1.14 -1.26 -0.74
H -0.67 2.68 -0.51
C -3.67 -0.35 -2.02
C -3.29 0.90 -1.51
C 8.84 -4.76 -0.75
C -1.91 5.42 1.08
C -5.70 0.28 3.15
H -3.45 2.72 -4.38
C -0.52 0.31 2.31
H 4.29 -5.48 -0.36
H -7.85 0.48 0.51
C -0.02 -3.08 3.73
Co -1.32 -0.42 0.83
C -1.36 3.30 0.07
H 5.63 -1.38 -0.48
C -4.50 0.69 1.08
C 7.42 -4.24 -0.66
H -4.22 -1.48 -3.77
H 2.28 0.58 1.60
O -0.20 -4.14 4.14
C 4.76 -3.35 -0.16
H 4.48 3.24 -1.79
C -3.95 -0.50 -3.38
C -6.91 0.48 1.07
C -5.72 0.71 0.38
C -3.32 3.49 1.49
C 1.54 0.74 0.81
H -7.85 0.12 2.98
F 8.99 -6.01 -0.21
H -5.72 0.91 -0.69
P -2.86 0.96 0.27
H -1.04 1.04 2.95
H 7.93 -2.14 -0.74
C 2.14 1.06 -2.90
C 5.84 -2.45 -0.49
C -4.49 0.48 2.47
C 0.23 0.55 1.13

Properties
- energy above the lowest of the compared OMol25 structures with the same formula, charge and spin (kJ/mol) = 138.0
- DFT total energy (Ha) = -5359.44852
- 2S+1 = 1



No. 4
Density functional theory data (ωB97M-V/def2-TZVPD) for a structure of composition C39H27Cl5FeNO2.

Cartesian coordinates (Å):
Cl -0.40 -3.32 1.91
H -4.18 2.30 -3.21
N 1.33 0.52 -0.38
C -0.03 1.46 2.23
H -2.38 5.93 0.32
H 0.68 -5.80 -3.04
C 3.27 -2.27 0.95
C -1.40 -0.30 -2.48
H 1.87 1.64 4.30
C -3.53 0.69 -1.95
Cl 1.13 -6.08 2.06
C 1.97 -4.64 1.63
H 1.98 0.68 2.16
H 1.48 1.39 6.69
C 1.11 -0.78 -2.44
C -3.40 1.57 -3.01
C -1.29 0.58 -3.56
Cl 4.12 -0.81 0.55
C -2.28 1.51 -3.82
C 1.32 -3.41 1.57
H -0.42 0.54 -4.21
H -2.17 2.19 -4.66
C 2.00 2.83 -1.72
C -0.62 1.02 6.49
C 0.87 1.44 4.64
C 1.74 1.66 -2.41
C 3.99 -3.47 1.01
C -0.32 -1.34 -2.18
H -2.67 0.68 5.96
H -1.81 -1.79 -4.50
H -0.79 0.90 7.55
C 1.92 2.82 -0.33
C -2.04 3.83 0.03
H -2.59 3.78 -0.91
C -0.48 -2.61 -3.03
C 1.91 -2.21 1.22
O -0.38 -1.72 -0.84
H 1.80 -1.54 -2.08
H -0.68 -5.87 -5.11
C -1.68 0.89 5.59
C -0.63 -4.96 -4.53
C -0.76 2.70 1.73
H 1.29 -0.65 -3.50
H -2.28 0.94 3.53
C -1.46 2.67 0.53
C -1.32 -3.83 -4.93
C -1.46 1.04 4.23
H -4.40 0.73 -1.31
C -0.65 3.91 2.42
C -1.23 5.06 1.91
H -2.63 -0.92 -0.85
H 2.26 3.74 -2.24
C 0.21 -3.75 -2.63
C 1.45 1.57 1.80
C 0.65 1.29 6.01
H -1.14 5.99 2.46
C -1.93 5.03 0.71
C 1.58 1.64 0.31
H 2.11 3.71 0.25
H -0.12 3.94 3.36
Fe 0.28 -1.00 0.69
H 1.92 2.45 2.25
Cl 4.20 -6.14 1.40
C -0.18 1.31 3.74
C -2.53 -0.24 -1.69
C 3.34 -4.65 1.34
H -1.93 -3.86 -5.82
H 1.79 1.64 -3.49
C 0.14 -4.92 -3.37
C -1.25 -2.66 -4.18
H -1.56 1.74 -0.01
Cl 5.68 -3.50 0.66
H 0.79 -3.73 -1.71
C 1.40 0.51 -1.72
O -0.58 0.31 1.63

Properties
- energy above the lowest of the compared OMol25 structures with the same formula, charge and spin (kJ/mol) = 0.0
- DFT total energy (Ha) = -5272.32444
- <S²> = 8.76
- 2S+1 = 6



No. 5
Density functional theory data (ωB97M-V/def2-TZVPD) for a structure of composition C39H28BrCl2IN2NaO2STe.

Cartesian coordinates (Å):
C 4.52 1.51 -3.45
H -7.40 -2.10 0.68
H 5.81 2.16 4.56
H -3.07 1.43 3.44
H 1.25 -5.38 -1.98
C -0.31 0.90 -4.44
C -3.85 1.60 6.73
H 0.95 -1.16 -2.64
C 0.47 -2.12 -2.44
C 1.53 0.53 0.37
H -2.57 0.97 8.33
C 1.61 -1.64 0.73
C -0.72 -4.55 -1.86
C 5.25 1.78 3.71
C -1.79 0.79 5.04
Br -0.10 -0.04 7.22
O 1.13 1.69 0.19
H -4.98 -2.71 0.81
H 3.45 2.84 4.22
I -0.34 0.20 3.68
C 3.93 2.16 3.53
H -2.19 -0.35 -7.57
C 3.20 1.68 2.45
C 1.24 -3.27 -2.36
N 0.77 -0.55 0.54
C -0.90 -2.19 -2.25
Na -0.96 0.98 0.32
H -1.19 -5.50 -1.61
Cl -2.68 -1.25 0.96
C 5.84 0.91 2.81
C -6.64 -1.33 0.73
C -4.62 0.70 0.85
C -2.96 1.33 4.51
C 3.62 0.62 -0.96
C -1.66 0.67 6.42
C 4.01 1.95 -1.14
C 0.65 -4.48 -2.07
C -2.69 1.07 7.26
H 1.03 1.85 -5.81
C 3.04 0.17 0.37
C -6.98 0.01 0.73
C -0.52 0.79 -6.83
O 1.28 -2.76 1.05
C -2.11 -0.34 -5.43
H 3.39 -1.28 -1.88
C -6.00 0.98 0.79
H 4.87 1.85 -4.41
C 4.14 0.18 -3.27
N 2.93 -1.26 0.50
H -0.16 1.05 -7.82
C -3.99 1.73 5.35
H 4.19 -0.51 -4.10
H -3.00 -0.96 -5.32
H 2.31 -3.21 -2.51
C -5.30 -1.67 0.80
H 4.74 3.42 -2.50
H 2.18 1.99 2.31
C -1.50 -3.41 -1.96
C -1.66 0.00 -6.69
H -4.65 1.91 7.39
H 5.59 -0.24 1.03
S -3.43 1.97 0.91
C 4.45 2.39 -2.37
H -2.57 -3.46 -1.80
C -1.44 0.10 -4.29
H 3.94 2.64 -0.31
H 3.65 -1.82 0.94
Te -2.09 -0.45 -2.37
H -4.89 2.14 4.92
H 0.22 1.26 -3.56
H 6.88 0.61 2.95
C -4.34 -0.68 0.86
C 0.15 1.24 -5.71
C 3.78 0.79 1.55
C 3.69 -0.25 -2.03
C 5.12 0.42 1.74
H -8.02 0.33 0.68
Cl -6.54 2.64 0.79

Properties
- energy above the lowest of the compared OMol25 structures with the same formula, charge and spin (kJ/mol) = 0.0
- DFT total energy (Ha) = -6383.77651
- charge = -1
- 2S+1 = 1



No. 6
Density functional theory data (ωB97M-V/def2-TZVPD) for a structure of composition C39H28Cl2IN4O2PS5Sn.

Cartesian coordinates (Å):
C -0.49 2.15 -4.44
C 4.13 0.13 -4.15
C -0.63 -4.91 -2.25
S -8.25 -1.97 -0.60
C -4.27 1.13 4.27
P 0.24 -0.07 -2.81
H -1.11 3.73 -5.75
H 1.60 2.40 -2.33
H -3.27 0.81 4.00
C 2.84 -0.33 -3.92
H 0.90 -1.02 5.88
Cl 0.52 8.17 1.20
H 1.65 5.74 2.14
H 0.56 2.33 -4.62
C 1.91 0.49 -3.28
C -0.14 -0.80 3.92
H 2.97 -0.81 4.44
H -0.42 -6.84 -3.18
S -5.66 -0.54 -0.32
H -3.52 3.32 -5.41
H 3.89 3.21 -2.76
C 2.31 1.76 -2.84
H 2.05 3.51 2.53
C 3.09 -0.28 -0.47
C 1.27 3.15 1.85
Cl -2.56 4.53 -1.32
C 4.24 -0.39 0.23
C -4.97 -0.05 1.20
C 4.51 1.40 -3.74
H 0.31 -1.66 -7.33
H -4.26 1.48 -3.93
Sn -0.32 0.45 0.42
C 0.15 -1.12 -5.25
C -1.44 2.94 -5.08
N 0.37 -0.66 2.65
C 1.68 -0.66 2.77
I -1.30 -2.60 -0.63
H 2.56 -1.32 -4.25
C 0.13 6.52 0.88
C -2.27 0.89 -3.41
H 5.52 1.75 -3.92
N 2.04 -0.80 4.06
O 1.15 1.92 1.73
C 0.83 5.51 1.46
C 3.60 2.22 -3.08
H 4.51 -0.66 2.32
H 0.20 -4.08 -6.85
C -0.24 -2.91 -3.63
H -1.20 -0.85 4.11
C -0.90 1.12 -3.60
H -4.33 1.33 5.34
H 5.27 -0.39 -0.08
C 0.19 -2.02 -6.31
C 0.52 4.16 1.19
C -0.08 -3.82 -4.73
S -5.48 -0.18 4.02
H -4.56 2.02 3.71
H -2.59 0.06 -2.78
S -7.24 -1.19 2.06
C -0.59 -3.55 -2.40
O -0.86 2.60 0.02
C -7.11 -1.29 0.31
H 0.01 -5.86 -5.41
H 4.85 -0.51 -4.65
H 0.30 -0.07 -5.46
C 0.12 -3.35 -6.05
C -0.14 -5.23 -4.55
C -0.37 -5.77 -3.32
C -3.20 1.68 -4.06
S -3.50 0.69 1.19
H -0.90 -5.33 -1.29
N 2.02 -0.37 0.39
C -2.79 2.71 -4.90
C 2.52 -0.53 1.60
H -1.50 7.02 -0.44
C -0.54 3.82 0.31
C -5.77 -0.38 2.36
N 3.87 -0.55 1.55
C -0.02 -1.51 -3.93
H 2.95 -0.15 -1.53
C 0.89 -0.89 4.81
C -0.93 6.22 0.01
C -1.25 4.91 -0.27

Properties
- energy above the lowest of the compared OMol25 structures with the same formula, charge and spin (kJ/mol) = 24.7
- DFT total energy (Ha) = -5636.63958
- charge = +2
- 2S+1 = 1